24
Properties=species:S:1:pos:R:3:forces:R:3 method="wB97M-V/def2-TZVPD" gap_ev=8.48 molar_mass_da=285.2 de_lowest_kcal_mol=69.8 smiles=CC1(C)NN(Br)c2c1cnc1scnc21 homo_energy_ev=-8.5242 total_charge=0 e_tot_ha=-3539.4591
C -0.211106 -0.561493 2.513295 -0.2 -3.7 0.9
C -0.190237 -1.125160 1.118517 -0.4 -0.8 -3.3
C -1.135285 -2.289919 0.619696 -2.7 3.0 2.0
N 1.150716 -1.677004 0.730034 0.2 2.7 -2.3
N 1.858289 -0.353368 -0.206857 -1.8 -2.1 3.2
Br 2.961280 -1.156582 -1.449045 -0.3 0.1 -0.4
C 0.681315 0.366930 -0.516938 1.5 -0.2 -0.8
C -0.473783 0.022197 0.122990 1.9 -1.4 1.7
C -1.620536 0.744854 0.015392 0.9 0.5 -1.3
N -1.741102 1.743009 -0.845352 0.1 1.3 -0.3
C -0.627202 2.106300 -1.469619 1.3 -0.3 -0.4
S -0.381313 3.341372 -2.714812 -0.8 -0.1 -0.3
C 1.225700 2.742296 -2.993350 -1.1 0.5 0.9
N 1.630669 1.876242 -2.174140 1.3 -1.4 0.5
C 0.652069 1.481952 -1.336758 -1.7 -0.4 0.3
H -0.455069 -1.469818 3.212175 1.2 1.8 -0.7
H -0.925610 0.150700 2.756354 -1.8 1.2 -0.1
H 0.722114 -0.043034 2.583533 0.8 -0.1 0.9
H -1.022836 -3.111868 1.263867 0.3 -1.5 0.4
H -1.097828 -2.491896 -0.446584 0.5 0.0 0.2
H -2.216088 -1.901168 0.865568 1.6 -0.8 -0.6
H 1.758619 -1.850652 1.523419 0.3 0.7 0.1
H -2.452776 0.451274 0.557464 -1.7 -0.3 0.9
H 1.910001 3.004836 -3.728849 0.6 1.3 -1.5